Entry from OMol25: the ion HO5S2 with charge -1 (ωB97M-V with the def2-TZVPD basis set).

XYZ file:
```
8
Properties=species:S:1:pos:R:3:forces:R:3:mulliken_charge:R:1
O -2.079888 0.041854 -0.719866 0.1571 0.3104 -0.0228 -0.57
O -1.471233 2.036471 0.621277 -0.0889 -0.6080 -0.3079 -0.55
O 1.049105 -0.994332 1.652252 0.1208 0.1505 -0.1896 -0.49
O 0.431182 0.575314 -0.448203 -0.8789 -0.1882 -1.4506 -0.61
O 2.341060 -1.388957 -0.388993 -0.4248 0.2388 0.0963 -0.53
S -1.324352 0.595823 0.409600 -0.5743 0.7641 0.5872 0.68
S 1.026331 -1.270147 0.229826 0.7016 -0.8999 0.0188 0.69
H 0.027796 0.403974 -1.355896 0.9873 0.2323 1.2685 0.36
```
Positions in Å, forces in eV/Å.

**Net charge**: -1
**Relative energy (zero: lowest compared OMol25 entry of this formula, charge and spin)**: 21.9 kJ/mol
**HOMO-LUMO gap**: 9.3 eV

Entry from OMol25: a cluster of 2 separate species, HPS2 in total (ωB97M-V with the def2-TZVPD basis set).

XYZ file:
```
4
Properties=species:S:1:pos:R:3:forces:R:3:mulliken_charge:R:1
P 1.111017 0.081312 -0.481525 1.3004 -0.3153 1.1122 0.32
S 2.071441 -0.670320 1.111802 -1.0811 0.6277 -1.6255 -0.26
S -0.761781 -0.246414 0.162209 -2.2221 0.8096 -0.2426 -0.15
H -2.420677 0.835422 -0.792486 2.0028 -1.1220 0.7559 0.09
```
Positions in Å, forces in eV/Å.

**Relative energy (zero: lowest compared OMol25 entry of this formula, charge and spin)**: 191.1 kJ/mol
**HOMO-LUMO gap (spin up / spin down)**: 7.6 / 6.7 eV

Entry from OMol25: a cluster of 2 separate species, I2NO in total (ωB97M-V with the def2-TZVPD basis set).

XYZ file:
```
4
Properties=species:S:1:pos:R:3:forces:R:3:mulliken_charge:R:1
N 0.175870 -1.344700 0.748389 -3.7525 -0.8310 2.3912 0.07
O -1.028212 -1.294054 0.889600 3.7260 0.2443 -1.3183 -0.23
I 1.183462 -0.516579 -0.852237 0.0157 0.5560 -1.0872 0.12
I -0.331120 3.155333 -0.785751 0.0108 0.0307 0.0143 -0.95
```
Positions in Å, forces in eV/Å.

**Net charge**: -1
**Relative energy (zero: lowest compared OMol25 entry of this formula, charge and spin)**: 67.1 kJ/mol
**HOMO-LUMO gap**: 5.4 eV

Entry from OMol25: a structure of composition ILi (ωB97M-V with the def2-TZVPD basis set).

XYZ file:
```
2
Properties=species:S:1:pos:R:3:forces:R:3:mulliken_charge:R:1
Li 1.115428 0.535193 0.331143 -0.6655 -0.3164 -0.1970 0.71
I -1.115428 -0.535193 -0.331143 0.6655 0.3164 0.1970 -0.71
```
Positions in Å, forces in eV/Å.

**Relative energy (zero: lowest compared OMol25 entry of this formula, charge and spin)**: 6.7 kJ/mol
**HOMO-LUMO gap**: 7.1 eV

Entry from OMol25: a structure of composition ILi2NO7S (ωB97M-V with the def2-TZVPD basis set).

XYZ file:
```
12
Properties=species:S:1:pos:R:3:forces:R:3:mulliken_charge:R:1
Li 17.581571 15.257182 10.647135 0.2321 -0.2371 1.1706 0.65
Li 19.274507 16.792831 12.589611 -1.1148 -1.0423 0.3671 0.89
N 20.505614 14.698295 11.400421 -0.2312 0.2739 0.0008 1.03
O 19.403788 14.188376 11.630218 0.2044 -0.1909 -0.4084 -0.52
O 20.542331 15.966909 11.168230 -0.1037 0.2292 0.4992 -0.79
O 21.547976 14.054460 11.401145 0.1332 -0.0140 -0.0613 -0.66
I 16.729182 15.102108 8.328072 -0.1578 -0.0047 -0.6624 -0.84
S 16.929630 15.760321 13.836564 -1.3852 -0.0205 0.4695 1.24
O 18.035185 16.568037 14.420165 1.3550 0.4493 0.2614 -0.91
O 16.900974 14.372513 14.308392 0.3669 0.3287 -0.0236 -0.71
O 15.635127 16.426347 14.093715 0.6040 -0.1614 -0.3377 -0.72
O 17.270034 15.786270 12.368883 0.0972 0.3899 -1.2752 -0.67
```
Positions in Å, forces in eV/Å.

**Net charge**: -2
**HOMO-LUMO gap**: 6.3 eV

Entry from OMol25: a structure of composition ILiSr (ωB97M-V with the def2-TZVPD basis set).

XYZ file:
```
3
Properties=species:S:1:pos:R:3:forces:R:3:mulliken_charge:R:1
Sr -0.935150 -1.174640 1.389433 -6.3448 -7.3151 4.6547 1.80
Li 0.441550 0.712000 -1.808097 0.1629 0.5108 -2.4871 0.87
I 0.493600 0.462640 0.418663 6.1819 6.8043 -2.1675 -0.67
```
Positions in Å, forces in eV/Å.

**Net charge**: +2
**Relative energy (zero: lowest compared OMol25 entry of this formula, charge and spin)**: 285.6 kJ/mol
**HOMO-LUMO gap**: 10.3 eV

Entry from OMol25: a structure of composition IO2V (ωB97M-V with the def2-TZVPD basis set).

XYZ file:
```
4
Properties=species:S:1:pos:R:3:forces:R:3:mulliken_charge:R:1
O 0.917053 -0.894025 0.863221 0.0872 -0.8346 0.6233 -0.60
V 0.157366 -0.226640 -0.323558 16.3689 2.9559 -2.4418 1.25
O 0.775299 1.291486 -0.471107 -1.2428 -2.4462 -0.1583 -0.64
I -1.849719 -0.170821 -0.068556 -15.2132 0.3249 1.9768 -0.01
```
Positions in Å, forces in eV/Å.

**Relative energy (zero: lowest compared OMol25 entry of this formula, charge and spin)**: 259.8 kJ/mol
**HOMO-LUMO gap**: 8.4 eV

Entry from OMol25: a structure of composition InN2O6S4 (ωB97M-V with the def2-TZVPD basis set).

XYZ file:
```
13
Properties=species:S:1:pos:R:3:forces:R:3:mulliken_charge:R:1
N -3.250076 0.016450 0.229105 0.7389 1.4434 1.1737 -0.17
S -2.568626 0.989724 1.163172 -1.2397 -1.2505 -1.0915 0.54
O -1.093360 0.751415 1.371615 -0.4984 0.7069 1.2338 -0.48
In 0.268372 -0.041576 0.111929 1.1061 -0.1771 0.9634 1.57
N 3.203040 0.807704 -0.592997 0.3692 2.7658 2.7888 -0.19
S 2.498582 2.016339 0.063568 1.2482 -1.7855 -3.3386 0.68
O 1.017113 1.861620 -0.127154 0.4329 1.3664 0.7533 -0.39
S 2.847435 -0.768576 0.150307 -0.3780 1.0771 0.1060 0.75
O 1.765715 -1.147692 -0.847815 0.4993 -0.8862 0.9675 -0.44
O 2.105378 -0.228261 1.417457 -0.0294 -1.6725 -1.9695 -0.64
S -2.444673 -1.522107 -0.433910 -2.8538 -1.3823 -2.5589 0.76
O -3.257650 -1.789673 -1.639698 1.8987 0.5496 2.5945 -0.45
O -1.091244 -0.945364 -0.865575 -1.2940 -0.7548 -1.6226 -0.54
```
Positions in Å, forces in eV/Å.

**Net charge**: +1
**HOMO-LUMO gap**: 6.5 eV

Entry from OMol25: a structure of composition N2O2S (ωB97M-V with the def2-TZVPD basis set).

XYZ file:
```
5
Properties=species:S:1:pos:R:3:forces:R:3:lowdin_spin:R:1
N -2.327188 -0.253722 -0.305187 0.2297 0.5017 -0.0984 0.04
N -1.374352 0.305432 -0.134577 -1.5126 -1.3978 -0.0141 0.02
O 2.152476 -1.105475 0.419703 -0.3391 1.3946 -0.4732 0.73
O -0.306302 0.754121 0.078836 -1.4788 1.4628 0.2889 0.08
S 1.855365 0.299646 -0.058774 3.1009 -1.9613 0.2969 1.14
```
Positions in Å, forces in eV/Å.

**2S+1**: 3
**Relative energy (zero: lowest compared OMol25 entry of this formula, charge and spin)**: 68.6 kJ/mol
**HOMO-LUMO gap (spin up / spin down)**: 9.4 / 11.0 eV

Entry from OMol25: a cluster of 2 separate species, N2O4 in total (ωB97M-V with the def2-TZVPD basis set).

XYZ file:
```
6
Properties=species:S:1:pos:R:3:forces:R:3:mulliken_charge:R:1
N 2.019168 -0.056012 -1.170270 -1.5433 -0.1058 2.1570 0.04
N -1.621404 -0.023581 0.380799 -1.0068 0.3435 0.5390 0.09
O 2.683388 0.668610 -0.350043 0.0343 -0.4551 -0.9789 -0.58
O -1.856863 -1.110248 0.984619 -0.1992 1.6180 -0.1939 -0.49
O -2.171743 1.055146 0.827353 0.4453 -1.9029 -0.0915 -0.58
O 0.947454 -0.533915 -0.672459 2.2697 0.5023 -1.4316 -0.48
```
Positions in Å, forces in eV/Å.

**Net charge**: -2
**Relative energy (zero: lowest compared OMol25 entry of this formula, charge and spin)**: 64.2 kJ/mol
**HOMO-LUMO gap**: 7.3 eV